1.
{
  "formula": "CH4N2OS",
  "method": "the ωB97M-V functional and the def2-TZVPD basis",
  "elements": ["N", "S", "C", "N", "O", "H", "H", "H", "H"],
  "xyz": [[-2.00484, -0.57703, 0.15891], [-1.08156, 0.83375, 0.45802], [0.70464, -0.13916, 0.04527], [1.56515, 0.87420, -0.07914], [0.63542, -1.29010, -0.25154], [-1.89062, -0.94787, -0.76267], [-1.62723, -1.18103, 0.86508], [2.31315, 0.68863, -0.77761], [1.38589, 1.73862, 0.34368]],
  "forces_ev_per_angstrom": [[-0.3, 1.2, 1.3], [1.3, -1.8, -0.7], [-3.7, 2.3, 0.3], [2.3, -2.9, -1.8], [1.0, 0.4, 0.0], [0.3, -0.1, -0.4], [-0.4, -1.0, -0.1], [-0.4, 0.8, 1.2], [-0.2, 1.1, 0.2]],
  "lowdin_charge": [-0.39, 0.73, -0.68, 0.09, 0.04, 0.01, 0.00, 0.14, 0.06],
  "relative_energy_kj_mol": 99.6,
  "smiles": "NSC(N)=O",
  "charge": 0
}

2.
{
  "formula": "C29H39Cl3N3O2PPd",
  "method": "the ωB97M-V functional and the def2-TZVPD basis",
  "elements": ["Pd", "C", "C", "C", "P", "C", "C", "C", "C", "C", "C", "C", "C", "C", "C", "N", "C", "C", "C", "C", "C", "C", "C", "C", "C", "H", "H", "H", "H", "H", "H", "H", "H", "H", "H", "H", "H", "H", "H", "H", "H", "H", "H", "H", "H", "H", "H", "H", "H", "H", "H", "H", "H", "H", "H", "H", "C", "C", "C", "C", "N", "N", "C", "H", "H", "H", "H", "H", "H", "H", "H", "Cl", "C", "Cl", "Cl", "C", "O", "O"],
  "xyz": [[-0.06512, -0.43788, 0.14486], [3.19954, -1.07013, -1.35406], [2.98717, 0.40327, -1.00935], [4.07542, 1.26643, -1.65687], [1.16406, 0.80733, -1.20517], [1.15135, 2.66045, -1.05735], [1.70623, 3.14178, 0.27986], [-0.29056, 3.13484, -1.23418], [0.78816, 0.60535, -2.97908], [1.68832, 1.00120, -3.96395], [1.51066, 0.76869, -5.32254], [2.52759, 1.20475, -6.34565], [0.35166, 0.07476, -5.68512], [-0.59406, -0.29801, -4.76009], [-0.47026, 0.01427, -3.36226], [-1.41763, -0.21485, -2.46657], [-2.64889, -0.71465, -2.83282], [-3.59675, 0.05300, -3.54281], [-3.25114, 1.45764, -3.94903], [-4.84925, -0.47949, -3.82861], [-5.22207, -1.75317, -3.41745], [-6.59718, -2.30086, -3.70578], [-4.29617, -2.49015, -2.68512], [-3.03473, -1.99605, -2.38514], [-2.05479, -2.77409, -1.55571], [4.22697, -1.37610, -1.13120], [3.00955, -1.24475, -2.41658], [2.51499, -1.69576, -0.77853], [3.08985, 0.49599, 0.07649], [4.25585, 0.96944, -2.69070], [5.01750, 1.12965, -1.11549], [3.83920, 2.33212, -1.64499], [1.75566, 3.06171, -1.88019], [1.09483, 2.74967, 1.09515], [1.67685, 4.23523, 0.33565], [2.73756, 2.82349, 0.44540], [-0.90151, 2.77749, -0.40155], [-0.72407, 2.73842, -2.15434], [-0.33831, 4.22869, -1.26438], [2.58549, 1.52771, -3.66015], [3.31658, 1.79531, -5.87417], [2.08314, 1.82305, -7.13302], [3.00990, 0.35391, -6.84064], [0.18676, -0.17166, -6.73292], [-1.48216, -0.82698, -5.08834], [-2.79806, 1.98451, -3.10648], [-4.14253, 1.99802, -4.27627], [-2.51552, 1.47440, -4.75778], [-5.56340, 0.13010, -4.37889], [-7.09541, -1.71787, -4.48314], [-7.23555, -2.27833, -2.81705], [-6.54985, -3.33915, -4.04411], [-4.56569, -3.48236, -2.32948], [-2.51876, -3.65005, -1.09857], [-1.66809, -2.11077, -0.77503], [-1.18975, -3.09054, -2.14277], [2.14787, 1.74687, 4.32361], [0.72678, 2.14844, 4.11873], [-0.08244, 3.04836, 4.78312], [-1.32427, 2.98634, 4.11313], [-1.27772, 2.12542, 3.11070], [-0.02944, 1.62532, 3.13909], [-2.58364, 3.73725, 4.40537], [2.58110, 2.31572, 5.14671], [2.73325, 1.94746, 3.42323], [2.21152, 0.67764, 4.52588], [0.18954, 3.65355, 5.63329], [0.24321, 0.93295, 2.44329], [-2.98542, 3.47401, 5.38698], [-3.33131, 3.49518, 3.65126], [-2.41533, 4.81679, 4.39335], [-1.10019, -1.49802, 2.26206], [0.00332, -2.85994, 2.65619], [0.72239, -3.41912, 1.13209], [-0.99933, -4.16468, 3.35200], [1.19248, -2.45172, 3.67342], [1.77537, -3.43618, 4.12787], [1.33738, -1.23574, 3.81445]],
  "forces_ev_per_angstrom": [[-0.1, 0.1, 0.3], [0.0, 0.0, 0.0], [0.0, 0.0, 0.0], [0.0, 0.0, 0.0], [0.1, 0.1, -0.1], [0.0, 0.0, 0.0], [0.0, 0.0, 0.0], [0.0, 0.0, 0.0], [0.0, 0.0, 0.0], [0.0, 0.0, 0.0], [0.0, 0.0, 0.0], [0.0, 0.0, 0.0], [0.0, 0.0, 0.0], [0.0, 0.0, 0.0], [0.0, 0.0, 0.0], [0.0, -0.1, 0.1], [0.0, 0.1, -0.1], [0.0, 0.0, 0.0], [0.0, 0.0, 0.0], [0.0, 0.0, 0.0], [0.0, 0.0, 0.0], [0.0, 0.0, 0.0], [0.0, 0.0, 0.0], [0.0, -0.1, 0.0], [-0.1, 0.1, 0.0], [0.0, 0.0, 0.0], [0.0, 0.0, 0.0], [0.0, 0.0, 0.0], [0.0, 0.0, 0.0], [0.0, 0.0, 0.0], [0.0, 0.0, 0.0], [0.0, 0.0, 0.0], [0.0, 0.0, 0.0], [0.0, 0.0, 0.0], [0.0, 0.0, 0.0], [0.0, 0.0, 0.0], [0.0, 0.0, 0.0], [0.0, 0.0, 0.0], [0.0, 0.0, 0.0], [0.0, 0.0, 0.0], [0.0, 0.0, 0.0], [0.0, 0.0, 0.0], [0.0, 0.0, 0.0], [0.0, 0.0, 0.0], [0.0, 0.0, 0.0], [0.0, 0.0, 0.0], [0.0, 0.0, 0.0], [0.0, 0.0, 0.0], [0.0, 0.0, 0.0], [0.0, 0.0, 0.0], [0.0, 0.0, 0.0], [0.0, 0.0, 0.0], [0.0, 0.0, 0.0], [0.0, 0.0, 0.0], [0.1, -0.2, 0.0], [0.0, 0.0, 0.0], [0.0, 0.0, 0.0], [0.1, 0.0, 0.0], [0.0, 0.0, 0.0], [0.0, 0.0, 0.0], [0.0, -0.1, 0.0], [-0.1, 0.1, -0.1], [0.0, 0.0, 0.0], [0.0, 0.0, 0.0], [0.0, 0.0, 0.0], [0.0, 0.0, 0.0], [0.0, 0.0, 0.0], [0.0, -0.1, 0.0], [0.0, 0.0, 0.0], [0.0, 0.0, 0.0], [0.0, 0.0, 0.0], [0.1, 0.0, -0.1], [0.0, 0.0, 0.0], [0.0, -0.1, 0.0], [0.0, 0.0, 0.0], [-0.1, 0.0, 0.0], [0.0, 0.0, 0.0], [0.0, 0.0, 0.0]],
  "lowdin_charge": [0.07, -0.14, -0.55, -0.14, 0.92, -0.56, -0.13, -0.13, -0.29, -0.09, -0.32, -0.09, -0.09, -0.05, -0.34, 0.05, -0.25, -0.22, -0.05, -0.04, -0.31, -0.09, -0.04, -0.20, -0.06, 0.07, 0.07, 0.03, 0.08, 0.06, 0.07, 0.05, 0.09, 0.05, 0.07, 0.06, 0.07, 0.05, 0.07, 0.08, 0.06, 0.06, 0.06, 0.10, 0.10, 0.07, 0.06, 0.07, 0.10, 0.06, 0.07, 0.06, 0.11, 0.07, 0.02, 0.08, -0.03, -0.32, -0.02, -0.39, 0.08, 0.01, -0.07, 0.07, 0.07, 0.05, 0.09, 0.07, 0.06, 0.07, 0.06, 0.56, -1.44, 0.56, 0.53, -0.85, -0.07, -0.06],
  "relative_energy_kj_mol": 64.8,
  "charge": -2
}

3.
{
  "formula": "C4H5NOS",
  "method": "the ωB97M-V functional and the def2-TZVPD basis",
  "elements": ["C", "C", "C", "C", "N", "O", "S", "H", "H", "H", "H", "H"],
  "xyz": [[0.68998, -0.24614, -1.00924], [-0.52540, 0.36756, -0.58858], [2.26297, -1.38129, 0.50902], [-0.78074, 0.71226, 0.84396], [1.47817, -0.80033, -0.15400], [-3.20192, 0.09647, -0.28812], [-1.98668, -0.54861, 0.24087], [1.08201, -0.45862, -2.00540], [-0.95913, 0.98252, -1.24397], [3.16779, -0.77773, 0.99628], [-1.15984, 1.64018, 1.05467], [-0.06722, 0.41375, 1.64453]],
  "forces_ev_per_angstrom": [[1.9, -1.6, -0.1], [0.6, -1.9, 3.1], [3.4, -0.4, 2.9], [1.2, -2.1, 0.0], [-1.4, 1.8, -1.4], [-0.4, 0.1, 0.3], [1.0, 0.5, -0.4], [-0.9, 0.6, -0.2], [-1.7, 2.3, -2.5], [-1.9, -1.2, -1.1], [-1.3, 2.1, 0.3], [-0.5, -0.2, -0.9]],
  "lowdin_charge": [-0.14, -0.38, 0.02, -0.26, -0.09, -0.57, 0.97, 0.13, 0.07, 0.09, 0.05, 0.10],
  "relative_energy_kj_mol": 461.8,
  "charge": 0
}

4.
{
  "formula": "C12H42ClN12O16",
  "method": "the ωB97M-V functional and the def2-TZVPD basis",
  "elements": ["Cl", "O", "O", "O", "O", "C", "O", "N", "N", "H", "H", "H", "H", "C", "O", "N", "N", "H", "H", "H", "H", "C", "O", "N", "N", "H", "H", "H", "H", "C", "O", "N", "N", "H", "H", "H", "H", "C", "O", "N", "N", "H", "H", "H", "H", "C", "O", "N", "N", "H", "H", "H", "H", "C", "C", "O", "O", "H", "H", "H", "H", "H", "H", "C", "C", "O", "O", "H", "H", "H", "H", "H", "H", "C", "C", "O", "O", "H", "H", "H", "H", "H", "H"],
  "xyz": [[0.42069, 0.04764, 0.42593], [1.15596, -1.19040, 0.55084], [-0.35572, -0.03072, -0.78288], [-0.43715, 0.11841, 1.60105], [1.32295, 1.15316, 0.28632], [-0.33684, -3.96794, -1.49492], [-0.67776, -4.88430, -2.20819], [-1.27508, -3.08245, -0.95803], [0.94871, -3.60693, -1.28045], [-2.21238, -3.33641, -1.24666], [-1.19688, -2.08794, -0.66885], [1.02529, -2.99659, -0.43541], [1.63470, -4.32011, -1.31777], [3.89830, -4.38522, 0.50578], [3.49782, -4.60222, -0.64993], [4.65808, -5.19328, 1.26835], [3.48282, -3.28465, 1.29498], [5.14427, -5.92324, 0.83339], [5.15961, -4.79776, 2.04100], [3.16764, -3.25875, 2.25780], [2.88445, -2.67631, 0.75874], [-3.26348, -1.72634, -4.04225], [-3.59406, -2.11588, -5.12260], [-3.78576, -2.24667, -2.81721], [-2.24952, -0.80391, -3.84951], [-4.05367, -3.22695, -2.84920], [-3.29846, -1.96572, -1.98467], [-2.22376, -0.27350, -2.99258], [-1.79855, -0.46016, -4.67878], [0.50515, 5.01704, 0.89375], [0.14152, 6.11182, 0.61787], [-0.10786, 3.86034, 0.58465], [1.83216, 4.72405, 1.40684], [-1.07228, 4.14028, 0.52413], [0.30780, 2.93764, 0.63036], [2.28679, 3.84528, 1.39127], [2.48968, 5.48352, 1.41371], [0.79879, -0.72507, -4.47850], [0.52237, 0.18372, -5.25870], [1.30200, -0.47648, -3.17602], [0.52175, -2.08866, -4.76402], [1.17485, -1.17038, -2.45876], [1.22730, 0.47154, -2.85155], [0.75373, -2.72324, -4.03918], [-0.22312, -2.30678, -5.39206], [-3.25002, 1.82539, 4.31390], [-3.64036, 2.90786, 4.80569], [-3.99908, 0.72579, 4.37309], [-2.05946, 1.67698, 3.64289], [-3.61320, -0.14980, 4.10529], [-4.70468, 0.79406, 5.06583], [-1.70696, 0.80920, 3.28146], [-1.42143, 2.43352, 3.53332], [-4.47025, 1.49262, 0.46636], [-4.09782, 0.64526, -0.80905], [-3.06172, -0.25270, -0.64488], [-3.35940, 2.34275, 0.78437], [-4.67100, 0.83557, 1.29885], [-5.24750, 2.18125, 0.13114], [-3.98760, 1.31010, -1.69136], [-4.97046, 0.04051, -1.12699], [-2.20486, 0.22311, -0.69628], [-2.94695, 2.00154, 1.57001], [0.50334, -0.73727, 5.01192], [1.79301, -0.56237, 4.14935], [1.90464, -1.62953, 3.17133], [0.57312, -1.81499, 5.88981], [-0.28826, -0.79155, 4.28726], [0.29070, 0.18371, 5.58341], [2.62883, -0.68275, 4.83900], [1.82748, 0.39068, 3.57925], [1.56126, -1.39254, 2.30052], [0.16625, -2.58896, 5.49457], [3.62726, 2.97537, -2.74870], [2.37710, 3.73149, -2.25552], [2.57069, 5.19109, -2.29100], [4.79974, 3.21160, -2.01813], [3.78991, 3.23823, -3.82993], [3.28398, 1.93057, -2.73582], [1.97779, 3.51127, -1.30272], [1.57046, 3.55440, -2.98703], [2.90798, 5.49849, -1.42937], [5.44462, 2.78055, -2.59992]],
  "forces_ev_per_angstrom": [[-0.5, -0.7, 0.3], [0.6, -0.1, -0.1], [-0.5, 0.1, -0.1], [0.5, 0.8, -0.7], [0.0, 0.2, 0.7], [-0.9, 1.7, -0.5], [-0.3, -0.9, 0.0], [-0.9, 0.1, 0.3], [-0.1, 1.8, 1.8], [0.4, 0.0, 0.1], [0.6, -1.3, -0.5], [0.2, -0.8, -1.2], [0.8, -0.6, -0.2], [-2.3, 1.0, 0.6], [1.4, 0.3, 1.8], [0.6, -0.4, 0.4], [-0.3, 0.3, -2.0], [0.5, -1.1, -0.8], [-0.1, 0.3, 0.1], [0.5, -0.7, 0.0], [0.1, 0.2, -0.1], [1.0, -0.1, 2.5], [-0.5, -0.6, -1.2], [-0.1, 0.3, -1.3], [-0.9, -0.3, 0.2], [0.0, 0.5, -0.2], [0.0, 0.2, 0.1], [0.2, -0.1, -0.1], [-0.1, 0.4, 0.0], [5.0, -2.8, -0.1], [-1.0, 1.8, 0.4], [-1.5, 0.9, 0.2], [-1.0, 2.0, 0.0], [-0.7, -1.5, -0.6], [-0.5, 0.3, 0.2], [-0.2, -1.0, -0.2], [-0.2, 0.3, 0.0], [-1.2, -0.5, 0.7], [0.4, -0.8, 0.6], [0.0, -0.6, -1.8], [1.4, 2.4, 0.4], [-0.1, -0.2, -0.1], [-0.1, 0.1, -0.2], [-0.2, -0.7, 0.5], [-0.1, 0.1, -0.2], [0.6, 3.2, 0.5], [0.9, -1.8, -0.8], [-0.5, -0.7, -0.2], [-0.1, -0.1, -0.2], [0.0, -0.6, 0.1], [-0.6, -0.3, 0.3], [-0.2, -0.2, 0.0], [0.0, 0.6, 0.2], [1.7, 0.1, -2.2], [-2.3, 0.7, -0.1], [1.5, 0.0, 0.0], [-0.3, 0.0, -0.4], [-0.6, -0.1, 0.2], [-0.5, -0.4, 0.5], [0.5, 0.0, 0.6], [0.1, 0.2, 0.5], [-0.5, -0.4, 0.3], [0.4, -0.1, 0.6], [0.9, 1.6, -1.1], [-0.7, -0.7, -0.6], [0.2, -0.1, 1.2], [-0.1, -0.5, 0.4], [-0.7, -0.5, -0.3], [0.4, -0.3, 0.0], [0.2, 0.2, -0.2], [-0.1, -0.3, 0.8], [-0.2, 0.4, 0.1], [0.1, 0.0, -0.2], [-2.1, 0.3, -0.9], [0.9, 2.2, -1.6], [0.1, -0.7, 0.3], [0.3, -0.4, -0.3], [-0.3, 0.0, 0.9], [0.5, -0.2, 0.1], [0.0, -0.8, 1.2], [0.4, -0.1, 0.2], [-0.2, -0.5, -0.6], [0.3, 0.3, 0.7]],
  "lowdin_charge": [0.71, -0.37, -0.35, -0.33, -0.32, -0.69, 0.03, 0.15, 0.16, 0.07, 0.07, 0.07, 0.05, -0.61, 0.01, 0.15, 0.14, 0.08, 0.10, 0.08, 0.05, -0.64, 0.05, 0.13, 0.17, 0.10, 0.02, 0.08, 0.08, -0.68, 0.07, 0.17, 0.12, 0.10, 0.06, 0.06, 0.08, -0.61, -0.01, 0.15, 0.16, 0.05, 0.07, 0.06, 0.09, -0.67, 0.00, 0.17, 0.16, 0.10, 0.10, 0.05, 0.11, -0.19, -0.27, -0.11, -0.08, 0.11, 0.11, 0.13, 0.12, 0.05, 0.02, -0.27, -0.18, -0.11, -0.05, 0.08, 0.12, 0.11, 0.12, 0.01, 0.09, -0.27, -0.20, -0.10, -0.06, 0.13, 0.10, 0.07, 0.13, 0.07, 0.09],
  "total_energy_ev": -76289.0106,
  "charge": -1
}